No. 1
The following is a DFT calculation (the ωB97M-V functional and the def2-TZVPD basis) of a gas-phase ion, CHNO8S2 (charge -2) at a distorted geometry.

Structure (ORCA input):
```
! wB97M-V def2-TZVPD RIJCOSX def2/J DEFGRID3
* xyz -2 1
S -0.1513 0.5046 0.7264
S -1.7320 -1.0935 -0.5740
O -2.0652 -1.5068 0.8239
O 0.7658 1.7318 0.2956
O -2.8493 -1.2072 -1.5836
O -0.5260 -1.9394 -1.0768
O -0.6874 0.9219 1.9927
O 0.7275 -0.6634 0.7825
O 2.4684 1.6616 -1.2267
O 2.8286 1.1655 0.9525
N -1.1486 0.3547 -0.5304
C 2.2510 1.4704 -0.0502
H 0.1185 -1.4002 -0.5318
*
```

## Properties
- Orbital gap: 8.12 eV

No. 2
The following is a DFT calculation (the ωB97M-V functional and the def2-TZVPD basis) of 2 unconnected molecules or ions with the total composition C11H15N at a distorted geometry.

Structure (ORCA input):
```
! wB97M-V def2-TZVPD RIJCOSX def2/J DEFGRID3
* xyz 0 1
N 1.5323 1.1343 2.3706
C 0.2659 -0.2565 1.1156
C -0.8243 0.6970 3.0938
C 1.5992 -0.2048 0.5402
C 2.3162 0.5976 1.3545
C -1.9845 0.0536 2.7189
C -0.2380 0.0796 -2.8156
C -2.0347 -0.7408 1.5709
C -0.8999 -0.9597 0.8083
C 0.2951 0.5216 2.2880
C 2.0487 -1.0918 -0.5746
C -1.4125 0.7034 -3.5723
H -1.7033 1.6141 -3.0576
H -2.9409 -1.2612 1.2876
H 1.9900 1.3997 3.2246
H -0.8929 -1.5140 -0.1227
H 1.4538 -0.9603 -1.4735
H -0.8282 1.4862 3.8374
H -2.9208 0.0941 3.2623
H 3.3589 0.8596 1.2517
H 3.0874 -0.9063 -0.8489
H -0.6340 -0.3149 -1.8763
H 2.0050 -2.1295 -0.2475
H 0.2375 -0.7280 -3.3588
H 0.4752 0.8266 -2.4683
H -1.1056 0.9803 -4.5860
H -2.2456 0.0198 -3.7220
*
```

## Properties
- Orbital gap: 8.87 eV
- SMILES: Cc1c[nH]c2ccccc12.CC

No. 3
The following is a DFT calculation (the ωB97M-V functional and the def2-TZVPD basis) of a molecular structure, C11H18Cl4HfO at a distorted geometry.

Structure (ORCA input):
```
! wB97M-V def2-TZVPD RIJCOSX def2/J DEFGRID3
* xyz -2 1
Hf 0.7115 0.9578 1.7470
Cl 0.2130 -1.3914 1.3674
Cl -2.8400 0.7919 0.3853
Cl 1.2921 0.3113 4.4742
Cl -0.2820 2.9435 2.6564
O 1.6434 1.5322 0.3656
C -1.0240 -2.7945 -1.7281
C 0.7736 -0.9891 -2.1607
C -0.5711 -1.4640 -2.0978
C -2.9080 -0.4132 -2.5408
C -0.6181 0.7827 -2.6715
C -1.0906 2.1651 -2.9753
C 1.9340 1.2116 -2.9001
C -1.4478 -0.3652 -2.4606
C 2.0040 -1.7734 -1.8825
C 0.7297 0.3601 -2.5495
C 2.2982 0.7153 3.0722
H 3.0940 -0.0376 2.9095
H 2.8528 0.7027 -2.5961
H 2.7492 1.7466 3.2160
H 2.7444 -1.1342 -1.3904
H 2.4478 -2.1620 -2.8109
H -3.3347 0.5461 -2.1883
H 1.9612 1.4094 -4.0040
H 1.8458 2.2205 -2.3969
H -0.3149 2.8979 -2.6479
H -1.2638 -3.3819 -2.6199
H -2.0221 2.3388 -2.4135
H -3.2798 -1.2119 -1.8823
H -1.2676 2.2883 -4.0690
H 1.7712 -2.6095 -1.2305
H -1.9272 -2.7204 -1.1057
H -0.2352 -3.3195 -1.1706
H -3.2187 -0.6029 -3.5731
H 2.1746 2.1316 -0.3383
*
```

## Properties
- Orbital gap: 3.70 eV

No. 4
The following is a DFT calculation (the ωB97M-V functional and the def2-TZVPD basis) of 4 unconnected molecules or ions with the total composition C24H50Br6N4OP at a distorted geometry.

Structure (ORCA input):
```
! wB97M-V def2-TZVPD RIJCOSX def2/J DEFGRID3
* xyz 1 1
Br 6.3957 -3.2557 4.4844
Br 6.2146 5.2546 -3.3174
Br 0.0365 2.7210 -5.0006
Br 3.0352 5.5010 -1.4618
Br 8.4888 -6.1402 3.5171
Br 1.6493 1.3656 -1.9682
P 2.9229 -2.7995 1.1135
O -7.4181 -4.4448 0.2965
N 2.6999 -1.0831 1.5143
N 1.4991 0.9990 1.7309
N 0.3837 -0.8457 0.7581
N -0.4795 0.2125 0.8053
C 4.7818 -3.1705 0.9355
C 0.9198 -4.2794 -0.1963
C -1.9602 2.9378 1.3599
C -6.8112 -5.1882 1.3791
C 5.0312 6.7824 -3.0660
C 1.5937 -0.3742 1.3313
C -6.3665 -0.9430 -0.6110
C -5.5367 0.2993 -0.0667
C 2.1251 -3.2568 -0.5354
C -7.4387 -3.0426 0.6206
C 1.2886 3.5625 -3.7664
C 8.6704 -4.2556 3.0578
C -3.6803 2.3510 -1.6584
C 2.3484 2.5892 -3.3124
C -0.4201 2.7653 1.7186
C -2.2055 2.8125 -1.2621
C 4.4644 6.8109 -1.6699
C 8.3252 -3.3698 4.2279
C -4.8065 2.7057 -0.6005
C -2.1144 3.7769 -0.0072
C 4.9228 -4.7468 0.7452
C -6.0880 -2.2902 0.1814
C -5.9906 1.6327 -0.8186
C 0.1460 1.3391 1.3988
H 8.0422 -4.0800 2.1863
H 1.7526 -2.3364 -1.0881
H -2.4999 3.5577 2.1427
H -1.7563 3.3754 -2.1415
H 4.9978 -5.0633 -0.3362
H 3.4797 -0.5967 1.9718
H 0.0950 -1.7516 0.3948
H -4.4988 2.5988 0.4761
H -1.5539 1.8894 -1.1249
H 5.2029 6.5988 -0.8995
H -2.9340 4.5473 0.0505
H -5.4240 -2.1730 1.0866
H -7.4599 -0.6989 -0.4957
H 0.2372 3.5781 1.2913
H 8.7497 -3.7136 5.1689
H 1.1772 -5.3235 -0.5338
H -0.0801 -3.9196 -0.5644
H 5.6548 7.6582 -3.2446
H 5.8714 -5.1031 1.2443
H -3.9555 2.8544 -2.6247
H 5.3093 -2.9021 1.9009
H 3.9985 7.7747 -1.4643
H 1.7358 4.3810 -4.3298
H -8.2802 -2.5943 0.0140
H 5.2630 -2.5782 0.0987
H -3.6532 1.2322 -1.8216
H -6.0704 1.4447 -1.9263
H -6.1017 -1.0777 -1.7001
H -7.6780 -2.8709 1.7121
H 4.2674 6.7222 -3.8388
H -1.1488 4.3652 -0.1167
H 2.8119 -3.8256 -1.2345
H -5.7249 0.4165 1.0496
H -7.5727 -5.5405 2.1399
H -4.4287 0.0986 -0.1725
H -0.3361 2.8793 2.8465
H 9.7164 -4.1307 2.7779
H -5.5600 -3.0184 -0.5063
H 2.7506 1.9808 -4.1201
H 0.6992 3.9718 -2.9478
H 8.6481 -2.3454 4.0414
H -5.9715 -4.6004 1.8638
H -6.3133 -6.0868 0.8964
H -5.2132 3.7529 -0.7586
H 3.1671 3.1137 -2.8161
H -1.4446 0.2241 0.4754
H 4.0651 -5.2581 1.2667
H 0.8308 -4.3439 0.9367
H -2.5230 1.9557 1.3206
H -6.9675 2.0285 -0.4047
*
```

## Properties
- Orbital gap: 8.63 eV

No. 5
The following is a DFT calculation (the ωB97M-V functional and the def2-TZVPD basis) of a molecular structure, C47H52AsCrF17N3O5S at a distorted geometry.

Structure (ORCA input):
```
! wB97M-V def2-TZVPD RIJCOSX def2/J DEFGRID3
* xyz -1 5
As 0.8097 -2.9600 3.1162
Cr -0.2767 0.2109 0.9907
S -0.3359 1.4630 4.1622
F 0.7205 -1.8347 4.6085
F 1.6184 -4.2433 4.0987
F -2.8904 1.3007 5.1166
F 6.2072 -2.8613 -4.1051
F -0.4850 4.6574 -1.2683
F 2.3768 -2.2269 2.7278
F -1.9684 -2.9654 -1.5559
F 6.6196 4.7963 -1.1094
F 0.9079 -3.9760 1.6575
F -2.3805 3.2539 4.0737
F -0.6432 3.2798 -2.8777
F 0.1002 -1.6449 2.0377
F -2.3485 4.4033 -2.3162
F -0.2483 -7.5975 -2.3973
F -0.8292 -3.5658 3.4385
F -1.8173 7.5935 4.9565
F -1.5819 2.8140 6.1127
O -2.2911 1.4187 -1.4822
O 0.5845 2.5373 3.7784
O -0.7057 0.7203 2.9534
O 0.2029 0.5893 5.2496
O -0.8070 2.1012 0.0863
N 1.8811 0.5210 1.4532
N -2.5496 -0.5694 0.8830
N 0.3453 -0.9728 -0.8181
C -1.7709 7.3911 3.6598
C 2.6398 1.0127 2.2355
C 0.8299 1.0333 -3.9654
C 2.9173 3.0378 -0.9927
C 0.3953 -6.4298 -2.5738
C -5.0088 -1.3468 1.4412
C 5.3587 4.2554 -1.0770
C -2.4741 -3.7380 0.6278
C -4.2286 -5.2828 0.9350
C 4.4298 -1.7387 -1.0974
C -3.7020 1.5284 -1.8759
C -1.6306 6.9593 0.9052
C -1.0023 6.0515 1.7866
C 0.2970 -5.4131 -1.6481
C -4.5094 -5.3482 -0.4194
C -0.3339 -1.2107 -3.3432
C 3.8249 2.7458 -2.0304
C -3.2557 -4.4636 1.4822
C -5.9801 -0.5727 0.5517
C -2.3290 8.2958 2.7484
C 5.0149 -1.7112 -2.3538
C -2.7388 -3.6872 -0.7758
C -3.7422 -4.5382 -1.2864
C 4.5665 -4.1488 -1.1070
C -4.0766 0.1743 -2.3399
C 5.5589 -2.8685 -2.9082
C 5.4295 -4.0942 -2.2446
C -0.3644 0.0811 -4.1870
C 1.2902 -6.3634 -3.6510
C 0.0374 -1.0404 -1.9051
C -1.3349 3.7487 -1.8084
C 5.4289 -0.1191 2.9624
C 4.0756 -2.9801 -0.5488
C -1.0691 6.2707 3.1822
C -3.6486 -0.9546 1.0837
C 3.2257 3.9544 -0.0592
C 1.9382 -4.2053 -2.9319
C -2.2540 8.0996 1.4088
C -1.7586 2.5984 -0.8732
C 1.1113 -4.3696 -1.8000
C 5.0743 3.3927 -2.0549
C 4.4899 4.5894 -0.0726
C 5.0175 1.4251 3.0729
C 1.9454 -5.1963 -3.9506
C 3.4948 1.6016 3.2076
C -7.3686 -0.8845 0.9704
C -1.9552 2.2677 4.9185
H 3.5752 2.0247 -2.7947
H 5.7838 3.0420 -2.7897
H -0.2916 -5.5980 -0.7616
H 4.9153 -0.6391 3.7710
H 3.4996 -2.9953 0.3646
H 3.1278 1.1695 4.1385
H -5.0303 -2.4241 1.2762
H -0.4034 -0.2938 -5.2098
H 5.1701 -0.7262 -2.7685
H 0.7105 1.9518 -4.5399
H -1.7655 -3.0351 1.0405
H 5.4072 1.8829 2.1637
H 1.9527 2.5529 -1.0186
H -3.0156 -4.3958 2.5330
H -3.9880 -4.4650 -2.3356
H -5.8686 -0.6108 -0.5319
H -3.9933 -0.5114 -1.4967
H -2.8200 9.1893 3.1049
H -2.5749 3.0299 -0.2939
H 1.7328 0.5056 -4.2726
H -5.3054 -5.9260 -0.8654
H -2.6724 8.8468 0.7507
H 5.6513 1.9081 3.8165
H -1.5436 6.7457 -0.1499
H -7.5413 -1.9600 1.0095
H 2.5504 -3.3157 -2.9181
H -0.6729 5.4926 3.8178
H 4.7673 5.3370 0.6558
H -7.5506 -0.5039 1.9755
H 2.6374 -5.0999 -4.7743
H -0.5387 5.1613 1.3878
H -1.3168 0.6096 -4.1454
H 5.2060 -0.6202 2.0205
H 6.4859 -0.3059 3.1522
H -5.0765 0.1569 -2.7737
H -5.1746 -1.1318 2.4968
H 4.0030 -0.8193 -0.7248
H -1.2760 -1.7584 -3.3179
H 0.4478 -1.8513 -3.7512
H -3.4147 -0.2027 -3.1195
H 4.2700 -5.0774 -0.6421
H -8.1318 -0.5015 0.2930
H 2.4703 4.2051 0.6708
H -4.4014 1.9579 -1.1586
H -4.9396 -5.7018 1.6316
H 5.8600 -5.0342 -2.5567
H -3.8884 2.1127 -2.7770
H 1.4545 -7.2240 -4.2824
H 3.2738 2.6647 3.1129
H -5.8174 0.5026 0.6246
H 0.8415 1.2662 -2.9006
H 1.1483 -3.6385 -1.0059
*
```

## Properties
- Orbital gap (spin up / spin down): 7.34 / 8.53 eV
- ⟨S²⟩: 6.0062

No. 6
The following is a DFT calculation (the ωB97M-V functional and the def2-TZVPD basis) of a molecular structure, C24H58Br2N3O6P2SiTa.

Structure (ORCA input):
```
! wB97M-V def2-TZVPD RIJCOSX def2/J DEFGRID3
* xyz 4 1
Ta -0.4390 -0.4209 -1.3874
Br -3.5752 -0.1094 -2.1304
Br -3.2301 2.6406 -0.3959
P -1.2773 -0.7056 1.7913
P 1.2323 0.8501 1.2334
Si 0.7062 2.3593 -3.5787
O 1.9711 2.1588 1.4055
O -0.4162 -1.9805 1.9190
O -2.4865 -0.8043 2.6918
O 2.2021 -0.3235 1.4526
O -1.5903 -0.5280 0.2815
O 0.6708 0.6732 -0.2183
N 0.2654 -1.2551 -3.4610
N -1.3518 -2.4752 -1.6906
N 1.2941 -1.7620 -1.1036
C -0.5909 1.2122 -2.6317
C 0.6939 1.7959 -5.3600
C 1.6411 3.6506 1.6312
C 3.4718 -0.0863 3.5725
C 4.3338 -1.4660 1.6291
C -4.1690 1.7363 -1.7958
C -1.6221 -2.8051 -3.1249
C 0.5758 4.0513 0.6511
C 2.3534 -1.3335 -2.0664
C -0.0646 4.0494 -3.4568
C -1.4618 -3.8600 3.1504
C -0.3801 -2.5288 -3.9406
C 1.7709 -1.3218 -3.4868
C 3.6305 -0.2213 2.0864
C -4.7479 -0.3321 1.8309
C 1.3116 3.8496 3.0827
C -0.0828 -2.1320 4.3942
C -0.2425 0.7058 2.2470
C 2.4089 2.3042 -2.7965
C 0.9855 -3.2304 -1.2012
C -3.8391 -0.1305 3.0082
C -0.4969 -3.4891 -0.9835
C -0.2805 -2.9289 3.1318
C -3.5819 1.2927 3.4136
H 0.4407 5.1323 0.7113
H -4.1393 -0.7414 3.8556
H 0.1331 -2.8280 5.2061
H -2.8476 1.3565 4.2159
H 1.6603 -1.5858 -0.1628
H 2.4120 2.0433 -1.7364
H 0.5130 4.7540 -4.0604
H 1.2434 4.9231 3.2685
H -0.3870 3.5891 0.8863
H 3.8456 -2.3597 2.0186
H -3.2831 1.9046 2.5607
H 0.0173 -0.5391 -4.1402
H 4.4042 -1.5152 0.5418
H 0.7683 -1.4551 4.3172
H 3.0513 -0.9890 4.0141
H -1.3332 1.0399 -3.4210
H -4.0342 2.2717 -2.7275
H 1.3651 2.4504 -5.9236
H 2.0955 3.4607 3.7303
H 3.2062 -2.0096 -1.9960
H -2.2486 -2.4716 -1.2048
H 2.1507 -0.4551 -4.0209
H 0.8695 3.8047 -0.3675
H -0.9840 -1.5852 4.6740
H -1.6056 -4.3538 2.1893
H 1.0346 0.7803 -5.5733
H 0.3325 -3.3430 -3.8554
H 4.0392 0.6771 1.6295
H -1.2676 -4.6426 3.8856
H 0.6327 -3.4496 2.8523
H -1.0877 4.0641 -3.8366
H -4.5133 1.7111 3.7989
H 0.3470 3.4157 3.3517
H 1.3226 -3.5835 -2.1704
H -5.7382 0.0374 2.1030
H 2.0779 -2.2023 -4.0485
H -0.2986 1.9202 -5.7991
H -0.7596 -4.4919 -1.3238
H -2.4532 -2.1852 -3.4624
H 2.6061 4.0807 1.3772
H -5.2130 1.6403 -1.5196
H 3.0930 1.6352 -3.3229
H -1.9316 -3.8471 -3.2161
H -4.8498 -1.3865 1.5799
H -0.6244 -2.4376 -4.9985
H 2.8797 0.7876 3.8484
H -2.3759 -3.3466 3.4425
H 1.5750 -3.7604 -0.4534
H -4.3994 0.2354 0.9680
H 0.0216 0.6273 3.3054
H 4.4645 0.0550 4.0054
H -0.7337 -3.4158 0.0766
H 2.6824 -0.3378 -1.7684
H -1.0647 1.9122 -1.9142
H 2.8427 3.3045 -2.8728
H -0.8253 1.6219 2.1075
H 5.3533 -1.4500 2.0168
H -0.0753 4.4323 -2.4356
*
```

## Properties
- Orbital gap: 8.32 eV